(1)
C5H7FOS | ωB97M-V/def2-TZVPD

- net charge = 0
- HOMO-LUMO gap (eV) = 9.72
- M (g/mol) = 134.17
- LUMO energy (eV) = 0.705
- max |F| (eV/Å) = 3.76

```
15
Properties=species:S:1:pos:R:3:nbo_charge:R:1
H 1.431 0.988 -0.818 0.232
C 0.241 -0.279 1.103 -0.277
O -1.807 -0.006 -0.326 -0.698
S 0.272 2.412 0.815 0.141
H 1.171 -1.527 -0.816 0.195
H -2.073 0.393 0.608 0.486
C 0.045 -1.280 -1.063 0.043
F -0.762 -2.438 -0.569 -0.392
C 0.277 1.204 -0.718 -0.481
H 1.151 0.909 2.708 0.240
H 0.300 -1.348 1.482 0.248
H -0.155 -1.272 -2.246 0.202
H -0.288 1.527 -1.631 0.247
C -0.373 -0.082 -0.291 0.092
C 0.571 0.797 1.760 -0.279
```

---

(2)
C27H22ClMnN2O5PS5 | ωB97M-V/def2-TZVPD

- net charge = -1
- HOMO-LUMO gap (alpha / beta) (eV) = 5.06 / 5.08
- M (g/mol) = 736.18
- LUMO energy (alpha / beta) (eV) = 1.612 / 1.624
- max |F| (eV/Å) = 0.63

```
64
Properties=species:S:1:pos:R:3:nbo_charge:R:1
H -4.488 10.587 2.048 0.234
H -0.566 -5.263 -0.164 0.229
C 1.981 -4.292 2.562 -0.228
N 1.421 0.039 -1.296 -0.517
C -0.601 1.742 0.587 -0.303
C -4.176 4.732 2.090 -0.219
S -0.892 -1.497 2.869 -0.015
H -1.745 4.739 -0.898 0.216
N 2.325 -2.112 -1.255 -0.886
S -5.344 7.111 1.428 0.202
C 3.703 1.008 -2.542 -0.126
H -4.865 4.728 2.925 0.215
C 0.409 -4.176 -3.607 -0.227
H -5.152 9.626 3.382 0.241
Mn 0.804 0.353 0.775 0.530
O 1.508 0.872 2.986 -0.780
C -1.413 2.639 0.724 -0.117
C -3.328 5.781 0.099 -0.195
S -2.293 -3.112 2.860 -0.066
H 3.180 -2.646 -1.325 0.396
O -3.074 8.446 1.762 -0.545
H -3.273 2.860 2.617 0.220
O 3.893 1.027 2.890 -0.772
C 1.130 -4.253 -2.419 -0.259
C -4.271 8.476 1.834 0.421
C 2.058 -5.284 -2.262 -0.231
H 0.614 1.907 -1.553 0.232
C 0.195 -5.695 1.785 -0.207
C -2.374 3.686 0.858 -0.112
H -3.358 6.590 -0.619 0.216
C 1.100 -5.340 2.777 -0.209
H -6.044 9.720 1.861 0.225
H 2.675 -3.993 3.338 0.206
H 2.593 2.859 -2.717 0.222
O 2.664 -0.476 1.484 -0.824
H 4.474 -0.980 -2.272 0.212
H -0.324 -3.388 -3.730 0.223
C 0.617 -5.098 -4.625 -0.206
H -0.515 -6.494 1.956 0.213
S -0.545 -1.139 0.968 0.244
C 2.455 -0.778 -1.553 0.429
C 3.640 -0.304 -2.133 -0.300
H 0.045 -5.028 -5.542 0.208
H 2.603 -5.375 -1.329 0.221
C 1.057 -3.948 0.362 -0.409
C -5.046 9.687 2.298 -0.717
C 1.548 -6.112 -4.461 -0.215
H 2.989 -7.002 -3.140 0.208
S -2.655 -3.581 0.950 -0.564
C 0.171 -5.003 0.587 -0.174
C -3.284 3.688 1.922 -0.141
C -4.197 5.787 1.184 -0.212
H 1.101 -5.866 3.723 0.204
C 2.591 1.829 -2.392 -0.310
Cl 2.699 0.830 2.165 2.507
O 2.523 1.799 1.086 -0.806
H 4.611 1.386 -2.997 0.212
H 2.626 -2.760 1.216 0.219
H 1.708 -6.836 -5.250 0.206
C -2.425 4.746 -0.057 -0.181
C 1.957 -3.595 1.361 -0.166
C 2.269 -6.204 -3.276 -0.218
C 1.489 1.303 -1.757 0.091
P 0.819 -2.954 -1.149 1.054
```

---

(3)
C6H6 | ωB97M-V/def2-TZVPD

- net charge = 0
- HOMO-LUMO gap (eV) = 10.54
- M (g/mol) = 78.11
- LUMO energy (eV) = 0.975
- max |F| (eV/Å) = 0.56

```
12
Properties=species:S:1:pos:R:3:nbo_charge:R:1
C -2.607 0.636 0.309 -0.683
H 1.211 -1.884 -0.129 0.257
H 1.218 -1.098 -1.695 0.255
H -3.358 -0.161 0.315 0.235
C 1.120 -0.908 -0.620 -0.537
C -0.201 -0.334 -0.320 -0.028
C 2.245 -0.111 -0.110 0.001
H 4.003 0.845 0.957 0.236
H -2.935 1.404 -0.399 0.235
C 3.180 0.418 0.430 -0.231
H -2.586 1.085 1.308 0.236
C -1.289 0.108 -0.048 0.022
```

---

(4)
C21H36BN6OPdS | ωB97M-V/def2-TZVPD

- net charge = -1
- HOMO-LUMO gap (eV) = 6.33
- M (g/mol) = 537.86
- LUMO energy (eV) = 2.793
- max |F| (eV/Å) = 0.86

```
67
Properties=species:S:1:pos:R:3:nbo_charge:R:1
C 2.517 -0.277 -4.618 -0.633
C 3.967 -0.159 0.283 -0.633
H 1.895 -3.088 3.058 0.201
C -1.193 2.134 -3.124 0.173
H 1.964 -1.153 -4.963 0.216
H 4.798 -0.867 0.270 0.204
C -1.201 2.056 -4.616 -0.632
H 1.224 4.671 4.117 0.192
N -0.717 -1.349 -2.168 -0.322
N -0.807 -1.554 -0.831 -0.314
C 1.423 1.384 2.970 -0.616
H 2.466 3.194 2.545 0.192
C -1.759 -3.251 0.679 -0.636
H 0.771 3.228 2.105 0.223
C -1.824 -3.231 -1.920 -0.376
C 1.467 2.899 2.882 -0.410
H 4.743 -0.303 -2.649 0.204
C 0.168 -1.936 3.700 -0.408
O -1.207 1.727 3.363 -1.046
H -1.678 2.949 -5.019 0.211
C 3.217 -0.178 -1.009 0.142
H 0.125 3.335 4.511 0.241
H -0.020 -0.194 -3.937 -0.058
Pd -0.118 0.201 0.711 0.082
C -1.762 3.382 0.286 -0.653
H 1.828 3.259 4.989 0.182
C -0.235 -0.539 4.126 -0.607
C 2.595 -0.225 -3.127 0.172
C 1.140 3.585 4.204 -0.612
C -1.389 -2.404 -4.339 -0.632
H -0.190 1.993 -5.023 0.215
C -1.320 -2.345 -2.847 0.170
H 1.824 -1.451 2.411 0.223
H -2.807 3.699 0.294 0.204
H 1.911 0.911 2.114 0.239
H -1.148 4.276 0.425 0.203
H 2.018 0.602 -5.027 0.216
S -0.283 0.706 2.766 1.245
H -2.198 4.027 -2.626 0.205
H 1.936 1.024 3.871 0.191
H 4.376 0.831 0.497 0.208
C -1.470 -2.691 -0.671 0.151
C -1.428 2.698 -0.997 0.165
H -1.922 -1.546 -4.752 0.216
C -1.698 3.125 -2.311 -0.375
H -1.258 -0.519 4.506 0.229
N 1.895 -0.125 -1.019 -0.297
H -0.394 -2.415 -4.788 0.216
H -2.335 -2.545 1.279 0.228
H 3.295 -0.431 1.095 0.227
C 1.633 -2.056 3.299 -0.618
H 0.423 -0.151 4.908 0.197
H 3.525 -0.323 -5.031 0.210
H -2.366 -4.142 -2.120 0.204
N -0.657 1.186 -2.324 -0.330
H -0.055 -2.628 4.520 0.188
H 2.293 -1.717 4.103 0.188
N -0.799 1.532 -1.025 -0.339
H -2.317 -4.185 0.596 0.201
C 3.716 -0.245 -2.323 -0.379
H -1.599 2.717 1.134 0.266
H -1.911 -3.311 -4.642 0.210
H -1.749 1.182 -4.973 0.215
H -0.461 -2.221 2.861 0.219
B 0.026 -0.127 -2.739 0.549
H -0.828 -3.454 1.206 0.218
N 1.515 -0.150 -2.320 -0.328
```

---

(5)
C36H30N4O4 | ωB97M-V/def2-TZVPD

- net charge = 0
- HOMO-LUMO gap (eV) = 8.99
- M (g/mol) = 582.66
- LUMO energy (eV) = 0.536
- max |F| (eV/Å) = 0.61

```
74
Properties=species:S:1:pos:R:3:nbo_charge:R:1
H 0.016 1.137 -0.016 0.204
H 5.062 1.065 4.277 0.216
C 4.945 1.704 2.237 -0.206
H -0.013 -2.402 -3.531 0.247
H 2.188 -1.676 -2.707 0.242
C 2.679 0.119 2.087 0.121
C 0.513 -0.585 3.024 0.745
C -5.602 -2.195 -2.314 -0.214
C 1.993 4.612 -0.039 -0.204
C 3.388 0.200 3.278 -0.196
C -1.619 -0.134 1.773 -0.047
C 2.443 1.664 -3.126 -0.264
C -2.091 -0.303 -1.976 -0.335
H -3.056 -0.612 -2.400 0.231
H 0.837 3.144 -1.080 0.212
H 3.073 5.932 1.257 0.212
H 2.325 4.795 3.315 0.214
N -1.767 -0.596 0.399 -0.483
H 0.851 2.839 3.181 0.218
H -6.381 -0.854 -0.838 0.220
C -2.317 0.182 -0.555 0.714
H -2.809 -2.840 1.523 0.214
H -2.056 -3.969 0.371 0.239
H -1.160 -1.202 -4.213 0.218
H -1.096 1.744 2.768 0.221
C -1.318 -1.954 0.214 0.094
H 3.122 2.497 -3.029 0.222
H 3.844 0.169 -2.477 0.223
H -2.827 -4.086 -1.939 0.216
H 4.574 2.149 0.176 0.215
C 1.151 3.347 2.277 -0.211
O 0.643 -0.090 4.108 -0.558
C -3.607 -3.378 -1.700 -0.160
C 1.991 4.441 2.351 -0.204
C -0.739 -1.230 2.455 -0.318
N 0.258 0.885 -3.672 -0.450
O -2.899 1.218 -0.316 -0.603
H -4.615 -1.336 0.795 0.213
C 2.414 5.078 1.196 -0.217
C -3.594 -2.736 -0.466 -0.061
C -4.605 -3.108 -2.619 -0.228
C -0.098 1.671 0.922 -0.219
N -1.121 -1.360 -2.131 -0.427
C 0.640 -0.353 -3.383 0.201
H 0.772 2.850 -3.806 0.196
C 3.112 0.815 0.965 -0.207
O 1.687 -1.453 -0.106 -0.552
H -1.744 0.566 -2.549 0.270
C -0.776 -2.248 -1.185 0.710
H 2.320 5.105 -0.943 0.209
N 1.481 -0.646 2.033 -0.501
H -1.286 -1.773 3.224 0.248
C -5.604 -1.563 -1.083 -0.204
C 4.245 1.603 1.047 -0.197
H 2.574 0.740 0.035 0.240
H -0.014 -3.111 1.539 0.266
C 1.162 3.512 -0.117 -0.219
H 5.823 2.329 2.298 0.214
C 4.517 0.998 3.348 -0.209
C -4.605 -1.833 -0.164 -0.205
C 2.841 0.371 -2.821 -0.167
C -2.464 -2.964 0.495 -0.425
H -4.604 -3.610 -3.575 0.216
H -6.378 -1.981 -3.034 0.217
C 1.139 1.864 -3.553 0.031
C -0.231 -2.070 1.291 -0.311
C -0.441 -1.405 -3.419 -0.255
C 1.926 -0.661 -2.954 -0.226
H 3.053 -0.345 4.145 0.234
C 0.723 2.869 1.039 0.017
C -0.926 1.202 1.850 -0.180
C 1.081 -1.379 0.924 0.733
O -0.113 -3.244 -1.396 -0.634
H -2.599 -0.061 2.259 0.224
```

---

(6)
C9H13O | ωB97M-V/def2-TZVPD

- net charge = 0
- HOMO-LUMO gap (alpha / beta) (eV) = 9.49 / 8.06
- M (g/mol) = 137.20
- LUMO energy (alpha / beta) (eV) = 0.924 / -0.841
- <S²> = 0.755
- multiplicity = 2
- max |F| (eV/Å) = 5.10

```
23
Properties=species:S:1:pos:R:3:nbo_charge:R:1
C -0.544 -1.710 0.463 -0.202
C -1.446 2.905 0.683 -0.607
O 1.975 1.380 0.291 -0.876
H -0.352 0.474 1.859 0.204
H 1.971 -0.013 -1.062 0.249
C 1.376 -1.993 -1.557 -0.219
H 2.547 2.153 0.668 0.478
H 2.128 -2.141 -2.363 0.218
H -2.205 3.407 0.055 0.212
H -0.557 3.558 0.707 0.208
H -1.030 -3.820 0.165 0.218
C 0.563 -3.079 -1.169 -0.209
H -2.083 0.933 0.042 0.220
H 1.107 1.279 0.871 0.383
C -1.160 1.515 0.073 -0.427
C -0.409 -2.954 -0.151 -0.225
C 0.244 -0.590 0.127 -0.069
H -1.244 -1.637 1.292 0.202
C -0.062 0.730 0.814 -0.192
H -1.859 2.787 1.697 0.202
C 1.232 -0.779 -0.873 -0.189
H -0.875 1.633 -0.980 0.215
H 0.683 -4.037 -1.651 0.207
```

---

> Number 6 is which compound?

C9H13O